C39H75Cl9O72S18 as an isolated structure, computed with the ωB97M-V functional and the def2-TZVPD basis.

Atoms and positions in Å:
C  15.93463  24.78500  24.12383
C  16.13409  23.39568  23.41046
O  17.43150  23.49312  22.69611
S  18.37480  24.49115  23.47910
O  19.29872  25.00695  22.53413
O  18.81332  23.88461  24.73952
O  17.19254  25.50476  23.79320
H  15.94190  24.66603  25.17708
H  15.06428  25.35841  23.78994
H  15.36388  23.32192  22.64234
H  16.32991  22.58178  24.16403
C  14.40448  26.13515  20.12222
C  13.22275  26.95282  20.73297
O  12.54468  25.86594  21.59013
S  12.69530  24.45811  20.96179
O  11.65187  24.18653  20.05104
O  12.96678  23.56242  22.03378
O  14.09264  24.71058  20.25020
H  15.35613  26.26999  20.63581
H  14.60082  26.39988  19.05118
H  12.45796  27.22472  20.00119
H  13.39985  27.76745  21.33327
C  19.04301  21.18690  21.43238
C  19.41350  20.83229  22.88318
O  18.50403  19.85435  23.34362
S  17.37610  19.53525  22.30178
O  16.06767  19.59009  22.80193
O  17.80694  18.30446  21.71610
O  17.57685  20.80079  21.39732
H  19.54348  20.58231  20.68484
H  19.09580  22.28436  21.27455
H  19.34320  21.60637  23.60108
H  20.39696  20.39924  22.89130
C  12.68963  16.83458  27.42645
C  11.26302  16.80413  26.92844
O  11.19854  17.71278  25.75502
S  12.37530  18.73174  25.80693
O  12.07679  19.78997  26.71638
O  12.79484  18.96937  24.44719
O  13.33806  17.80175  26.57842
H  13.11950  15.85063  27.31408
H  12.77969  17.33995  28.40520
H  10.57052  17.12726  27.73171
H  11.03589  15.80106  26.57175
C  10.86730  23.15468  25.76034
C  11.87251  22.59946  24.76699
O  13.08308  23.33076  25.19488
S  13.00114  23.79901  26.67073
O  13.12196  25.20502  26.62652
O  13.88808  23.07764  27.50161
O  11.56175  23.24639  27.04313
H  9.94635  22.61680  25.80941
H  10.62465  24.13750  25.43826
H  11.56575  23.06205  23.85217
H  12.00280  21.53234  24.65582
C  19.18545  16.42321  18.83431
C  17.80054  17.03324  18.69636
O  17.85232  17.71198  17.45041
S  19.14545  18.55199  17.46718
O  18.82414  19.70394  18.23825
O  19.57717  18.77367  16.11364
O  20.01846  17.51971  18.23008
H  19.33608  15.54879  18.19223
H  19.53074  16.26437  19.85916
H  17.60564  17.84084  19.41646
H  17.00917  16.24522  18.69604
C  15.90472  15.30410  25.43425
C  17.29150  15.84669  25.08514
O  17.02179  16.59241  23.83194
S  15.98616  15.83556  22.94723
O  16.70035  15.02019  22.00127
O  14.95492  16.76347  22.55789
O  15.50009  14.82058  24.09325
H  15.19054  16.11943  25.76283
H  15.71138  14.43357  26.04996
H  17.89833  15.04835  24.88480
H  17.65853  16.57928  25.81093
C  13.36648  22.57330  13.54480
C  14.57824  22.24802  14.36294
O  14.86106  20.86017  14.00773
S  14.61418  20.70207  12.47777
O  13.89931  19.50639  12.11335
O  15.81048  20.97078  11.77120
O  13.55618  21.87566  12.32805
H  13.42717  23.65414  13.38724
H  12.41463  22.33279  14.02461
H  14.36208  22.16989  15.45125
H  15.46092  22.82214  14.10400
C  12.43294  13.55680  13.48434
C  13.11342  14.29594  14.70389
O  12.04219  14.46424  15.67497
S  10.65978  14.15788  15.01805
O  10.23097  15.21784  14.15628
O  9.77956  13.59711  16.03336
O  11.24134  12.98664  14.07208
H  13.05484  12.68830  13.14981
H  12.14272  14.14155  12.61328
H  13.54860  15.29308  14.58907
H  13.90955  13.74453  15.15571
C  13.07031  12.34423  18.41792
C  13.20463  13.11092  19.79288
O  14.50167  13.77186  19.75776
S  14.86890  14.08069  18.27029
O  16.24152  13.83872  18.04285
O  14.40908  15.37421  17.85016
O  14.00512  13.00404  17.55541
H  12.07544  12.43889  18.03587
H  13.44756  11.33230  18.54187
H  13.18580  12.32382  20.64986
H  12.36086  13.92810  19.97756
C  10.48018  18.82250  12.98415
C  11.44020  18.83609  14.12454
O  11.33552  20.15429  14.76297
S  9.84338  20.64578  14.64169
O  9.83717  21.98353  14.15145
O  9.22732  20.28420  15.92772
O  9.34250  19.66389  13.54000
H  10.16194  17.78978  12.79104
H  10.89658  19.38036  12.18625
H  12.48951  18.71233  13.77679
H  11.18697  18.04506  14.82944
C  15.94190  12.07363  21.85373
C  17.29942  12.35385  21.16329
O  17.57271  11.26878  20.24911
S  16.50715  10.15043  20.36050
O  17.01748  9.33561  21.38865
O  16.18651  9.72209  19.04872
O  15.39425  11.09341  20.94329
H  15.26477  12.91319  21.70419
H  16.02410  11.66992  22.85232
H  18.26020  12.37534  21.77151
H  17.14871  13.22079  20.56634
C  9.57171  21.65730  18.90311
C  11.02306  21.43268  18.95439
O  11.37474  21.40783  20.39043
S  10.20997  20.70947  21.17094
O  9.77047  21.59820  22.21339
O  10.57120  19.34582  21.43834
O  9.08812  20.80105  20.02177
H  9.20737  21.24297  17.99256
H  9.25792  22.69994  19.09150
H  11.58390  22.23733  18.47954
H  11.21252  20.47740  18.48418
C  14.52190  18.28057  19.78686
C  13.83244  19.61038  20.04006
O  14.01636  20.20430  18.66383
S  13.63192  19.07440  17.63963
O  14.27016  19.41144  16.41155
O  12.19489  18.87217  17.75480
O  14.33285  17.96160  18.38097
H  14.11854  17.32984  20.34157
H  15.59182  18.32043  19.90376
H  14.22975  20.25930  20.74675
H  12.76339  19.60894  20.14502
C  11.71556  16.31568  23.25328
C  10.29025  15.66399  23.56784
O  10.69781  14.55786  24.45238
S  12.21718  14.26273  24.36856
O  12.51884  13.53392  23.16740
O  12.72934  13.83161  25.62487
O  12.64368  15.75418  24.18105
H  11.80848  17.38240  23.33375
H  12.09991  16.05455  22.24073
H  9.82979  15.28505  22.67676
H  9.69434  16.21589  24.25748
C  21.31755  22.85945  16.06697
C  22.26288  23.56906  17.08919
O  22.45575  22.77275  18.19847
S  21.21898  21.72350  18.34873
O  20.11949  22.43501  18.86332
O  21.81059  20.57133  18.92418
O  21.05965  21.53802  16.77121
H  21.90623  22.39690  15.25727
H  20.42870  23.35743  15.64852
H  21.86385  24.53704  17.39706
H  23.21458  23.71032  16.64529
C  17.04492  22.14716  18.48537
C  17.19556  21.91653  16.93249
O  17.10462  23.29042  16.30092
S  16.52730  24.31261  17.27609
O  15.14315  24.05370  17.44124
O  17.05598  25.65102  17.06132
O  17.13830  23.57218  18.64725
H  17.77109  21.83195  19.17238
H  16.10245  21.87122  18.93406
H  16.38022  21.30757  16.54659
H  18.17169  21.57235  16.70426
C  15.39177  20.16962  26.94652
C  14.58403  20.19337  28.26859
O  14.76791  18.73161  28.77260
S  16.22429  18.28217  28.41432
O  16.11063  16.94801  27.88932
O  17.22057  18.60232  29.39184
O  16.47344  19.24140  27.17590
H  15.80409  21.15110  26.81562
H  14.81909  19.94074  26.02458
H  13.47672  20.34875  28.21135
H  15.01526  20.87358  28.99778
C  16.29867  16.11781  13.38810
Cl  15.78810  17.39235  14.49041
Cl  15.18575  15.95353  12.08749
Cl  16.52248  14.57513  14.26525
H  17.26533  16.46947  13.06542
C  19.07408  22.26487  12.02923
Cl  19.39089  21.55493  13.64302
Cl  19.73887  21.32918  10.64454
Cl  19.68393  23.87804  11.95015
H  18.01708  22.13582  11.83075
C  10.11700  16.37458  19.52629
Cl  9.22758  17.18599  18.20503
Cl  11.76051  16.05680  19.10387
Cl  9.16993  14.91974  19.91240
H  10.11138  17.05213  20.41289

Forces on the atoms, in the same order (eV/Å):
C 1.732 -0.527 -0.983
C 1.063 0.352 0.508
O -0.705 -0.283 0.193
S -0.580 -1.018 1.663
O -0.112 0.180 0.502
O -0.566 0.949 -2.144
O -0.390 0.633 0.095
H -0.269 -0.039 0.996
H 0.482 -0.056 -0.120
H 0.170 -0.896 0.268
H -1.073 0.626 -0.968
C 0.373 0.383 -0.704
C -1.557 -4.270 -1.324
O 0.459 2.486 -0.210
S 1.252 -0.229 0.786
O -0.249 0.112 -0.654
O -0.242 -0.404 -0.004
O -0.333 0.988 -0.503
H -0.186 0.077 0.256
H -0.487 -0.453 0.840
H 0.289 -0.082 -0.116
H 0.861 1.502 1.604
C -1.515 0.386 0.832
C 0.584 -0.242 -0.793
O -0.872 -0.350 0.768
S 1.280 -0.922 -0.604
O -1.188 0.411 0.854
O -0.212 0.171 -0.911
O 1.263 0.346 -0.342
H 0.109 0.115 -0.068
H -0.096 -0.935 -0.270
H 0.109 1.212 0.304
H 0.518 -0.152 0.144
C 0.004 1.700 0.502
C -0.997 0.267 -0.087
O -1.073 -1.020 0.904
S 0.019 -0.063 -0.767
O -0.429 0.636 -0.680
O -0.234 0.204 1.792
O 1.975 -0.913 -0.863
H 0.657 0.086 0.166
H -0.073 -1.145 -0.099
H 0.150 -0.061 -0.829
H -0.367 0.272 -0.107
C 0.346 -0.608 0.218
C -0.356 1.456 0.370
O -0.287 -1.391 -1.194
S 0.341 -0.179 0.921
O -0.436 0.840 0.225
O 0.849 -0.587 0.472
O -0.420 0.207 -1.098
H -0.339 -0.672 0.569
H -0.197 1.072 -0.119
H 0.297 -0.273 -0.905
H 0.320 -0.086 0.409
C 0.338 1.048 -0.494
C -1.025 -0.823 0.966
O -1.230 -1.227 -1.167
S 0.008 0.884 -2.448
O 0.655 0.742 0.934
O 0.029 -0.488 1.347
O 0.668 -0.628 0.672
H -0.087 0.187 0.225
H -0.138 0.113 -0.265
H 0.126 -0.787 0.382
H 0.514 0.859 -0.196
C -1.545 1.172 -1.055
C -2.439 2.144 0.765
O 0.589 0.098 1.271
S -0.237 -0.435 0.276
O -0.864 0.706 -0.036
O 0.951 -1.218 0.047
O -0.391 0.470 -0.222
H 0.911 -0.803 -0.482
H 0.797 0.007 0.312
H 2.033 -1.748 -0.536
H 0.074 -0.341 -0.316
C 0.040 1.520 0.584
C -0.076 -1.459 1.571
O -0.089 -0.329 0.122
S -1.221 -1.483 -1.205
O 0.671 0.545 0.867
O 0.572 0.556 -0.254
O 0.002 0.250 -0.462
H -0.427 -0.118 -0.432
H 0.197 -0.277 -0.257
H 0.346 0.580 -0.733
H 0.022 0.283 0.187
C 1.026 -0.987 0.325
C -0.499 0.881 -0.516
O 0.351 0.203 0.363
S -1.521 -1.611 0.926
O 0.114 -0.042 0.516
O 1.563 1.018 -1.896
O -0.355 0.454 0.217
H -0.529 0.830 0.321
H 0.208 0.363 0.254
H -0.365 -0.101 -0.781
H 0.026 -0.824 0.387
C 1.023 0.699 1.753
C -2.152 -0.422 1.427
O -0.780 -0.602 0.146
S 0.379 1.999 -1.424
O 0.852 -0.572 0.371
O -0.264 -0.610 0.620
O -0.310 -0.449 -0.374
H -0.466 -0.132 -0.409
H -0.374 -0.151 -0.138
H 0.250 1.706 -1.388
H 1.976 -2.001 -0.474
C -0.865 0.721 1.523
C 1.517 -0.399 0.654
O 0.451 -0.742 -1.079
S -0.729 -0.776 2.859
O -0.121 -0.103 0.335
O 0.471 1.124 -2.376
O 0.416 -1.243 -0.970
H -0.307 0.646 -0.235
H 0.022 0.229 -1.206
H -0.732 0.179 0.339
H 0.036 0.247 0.369
C 0.636 -0.327 -1.159
C 1.626 -0.380 0.735
O 0.445 1.241 -0.791
S 1.090 1.141 -0.157
O -0.488 -1.894 0.726
O -0.621 -0.457 0.372
O -1.546 -0.626 -0.046
H 0.323 -0.020 0.770
H -0.215 0.012 0.222
H -1.674 0.488 -0.239
H 0.410 0.732 -0.426
C -0.854 0.320 1.553
C 0.939 0.410 -0.034
O 0.036 -0.057 -0.945
S -1.305 1.113 -0.130
O 0.679 -1.044 -0.020
O -0.435 0.448 0.049
O 0.706 -0.141 -0.182
H -0.703 -0.133 -0.589
H 0.066 -0.571 -0.044
H 0.134 -0.148 0.250
H 0.469 -0.164 0.240
C -0.844 -2.698 1.339
C -0.743 -0.709 -3.054
O 0.163 0.976 1.157
S -2.271 1.736 0.037
O -0.410 -0.451 0.013
O 1.632 -0.026 -1.039
O 0.989 -1.442 0.389
H 0.710 2.184 -0.715
H 0.291 0.189 0.346
H 1.174 0.976 1.128
H -0.306 -0.689 0.426
C -0.260 -0.016 -1.585
C 2.874 -0.162 0.751
O -1.204 -0.667 0.033
S 1.457 -0.777 -0.806
O -0.286 0.220 0.721
O -0.409 -0.043 -0.052
O 0.003 0.404 0.306
H -0.401 0.302 0.175
H -0.607 -0.043 0.500
H -0.440 -0.129 -0.220
H -0.659 0.837 -0.248
C 1.370 -2.461 0.345
C -1.264 1.555 -1.081
O -0.574 -1.431 1.156
S 2.651 0.612 -1.952
O -1.047 0.190 0.712
O -0.894 -0.131 0.212
O -0.955 0.830 0.381
H -0.285 0.951 -0.061
H 0.217 -0.229 0.841
H -0.090 0.026 -0.085
H 0.908 0.262 -0.477
C -1.063 1.703 -0.751
C -0.782 0.914 1.272
O 0.974 -1.596 -0.860
S 1.028 0.310 3.285
O -1.401 0.809 -0.734
O -0.805 -2.501 0.372
O 0.254 2.265 -1.458
H 1.428 -1.105 -0.054
H -0.620 -0.460 -0.563
H 0.210 0.007 -0.155
H 0.706 -0.387 -0.455
C -0.796 0.206 0.385
C -0.564 -1.487 0.072
O 0.012 2.140 -0.056
S 0.617 -0.689 -0.605
O 0.269 0.310 0.700
O -0.987 -0.335 -0.346
O -0.478 0.503 -0.331
H 0.428 0.437 -0.122
H 0.384 -0.340 0.691
H 1.334 -0.239 -0.179
H 0.154 -0.199 0.081
C 0.543 0.241 1.096
Cl -0.340 0.101 0.357
Cl -0.410 -0.167 -0.744
Cl 0.045 0.266 -0.192
H 0.168 -0.390 -0.468
C -0.084 -1.258 -0.396
Cl -0.030 -0.115 -0.662
Cl 0.251 -0.103 0.584
Cl -0.126 0.642 0.082
H -0.183 0.678 0.406
C -1.236 1.071 0.477
Cl 0.482 0.128 0.242
Cl 0.335 -0.046 -0.296
Cl 0.419 -0.197 0.287
H -0.097 -0.560 -0.815

Values from the calculation:
HOMO   -10.7 eV
Strongest force on any atom   4.73 eV/A
Gap between HOMO and LUMO   10.7457 eV
DFT total energy   -18256.9828 Eh
LUMO energy   0.0 eV
Net charge   0